Computed, not measured: a 2-piece molecular cluster, C7H11NSi overall, with the ωB97M-V functional and the def2-TZVPD basis.

Each line ends with the natural charge from an NBO analysis.
Element x y z (Å)
C1 -1.84165 -2.24434 0.07509  -0.633
C2 -1.39769 -0.73470 0.09731  0.012
C3 -2.33574 0.15032 0.65592  -0.217
C4 -2.31847 1.49476 0.31879  -0.199
C5 -1.16772 2.03744 -0.20543  -0.220
C6 -0.17854 1.18061 -0.64289  -0.181
C7 -0.39492 -0.17134 -0.66728  -0.219
H1 -1.44582 -2.79054 -0.72025  0.215
H2 -1.24174 -2.74809 0.85139  0.213
H3 -2.86098 -2.45658 0.27347  0.219
H4 -3.22800 -0.08552 1.19436  0.205
H5 -3.15407 2.05483 0.56008  0.202
H6 -0.98141 3.04743 -0.36381  0.207
H7 0.65379 1.51245 -1.08335  0.200
H8 0.20873 -0.75963 -1.18679  0.194
N1 3.53664 0.89777 0.51163  -1.351
Si1 4.49544 -0.32850 -0.00096  1.387
H9 3.42034 1.82308 0.21424  0.392
H10 5.55718 -0.48549 1.10006  -0.217
H11 4.67463 -1.39396 -0.98157  -0.209

Multiplicity   1
Total charge   0
HOMO-LUMO gap   8.36 eV
E_HOMO   -8.79 eV

---

Computed, not measured: an isolated ion of composition C7H11O and charge -1, with the ωB97M-V functional and the def2-TZVPD basis.

Each line ends with the natural charge from an NBO analysis.
Element x y z (Å)
C1 -1.66563 0.50686 2.69302  -0.434
C2 -1.03300 -0.29078 1.83471  -0.167
C3 -0.04032 0.08933 0.80620  -0.018
C4 1.19553 0.46010 1.10927  -0.422
C5 -0.61090 0.12186 -0.60155  -0.419
C6 0.35555 0.37315 -1.74321  -0.456
C7 1.15079 -0.91823 -2.15215  -0.001
O1 1.01077 -1.23588 -3.45124  -0.957
H1 -2.42406 0.05101 3.31174  0.190
H2 -1.45055 1.56520 2.69018  0.195
H3 -1.30521 -1.34382 1.79696  0.193
H4 1.92362 0.61648 0.32261  0.205
H5 1.61599 0.60665 2.10133  0.183
H6 -1.16890 -0.81273 -0.75618  0.207
H7 -1.38903 0.89667 -0.53623  0.193
H8 1.02538 1.18892 -1.47006  0.170
H9 -0.17442 0.66467 -2.64122  0.221
H10 0.77039 -1.73423 -1.47793  0.055
H11 2.21400 -0.80525 -1.83627  0.063

Multiplicity   1
Total charge   -1
HOMO-LUMO gap   5.54 eV
E_HOMO   -2.10 eV

---

Computed, not measured: an isolated ion of composition C7H11O and charge -2, with the ωB97M-V functional and the def2-TZVPD basis.

Each line ends with the natural charge from an NBO analysis.
Element x y z (Å)
C1 2.69974 0.16202 0.42564  -0.018
O1 3.80634 -0.66831 0.40480  -1.018
C2 1.40057 -0.51917 -0.13279  -0.419
C3 0.14969 0.33318 0.02062  -0.462
C4 -0.98497 -0.18932 -0.88745  -0.282
C5 -1.99703 -1.04757 -0.33059  -0.468
C6 -2.97895 1.33861 0.59148  -0.644
C7 -2.47843 0.57787 -0.49213  -0.289
H1 2.84435 0.96000 -0.34551  0.059
H2 2.60217 0.70116 1.38792  0.075
H3 1.25781 -1.48531 0.35599  0.167
H4 1.63011 -0.71808 -1.18189  0.181
H5 -0.10885 0.27475 1.09801  0.139
H6 0.29532 1.40272 -0.18442  0.178
H7 -2.19078 -1.33762 0.71643  0.144
H8 -2.37839 -1.75361 -1.08041  0.166
H9 -4.03391 1.59817 0.56376  0.153
H10 -2.36673 1.42227 1.48150  0.170
H11 -3.00112 0.60707 -1.44627  0.168

Multiplicity   2
Total charge   -2
HOMO-LUMO gap (spin up / spin down)   5.26 / 5.67 eV
Expectation value of S²   0.76
E_HOMO (spin up / spin down)   1.49 / 1.01 eV

---

Computed, not measured: C7H11OP as an isolated structure, with the ωB97M-V functional and the def2-TZVPD basis.

Each line ends with the natural charge from an NBO analysis.
Element x y z (Å)
C1 0.60294 1.13064 -0.40285  -0.632
C2 -0.69576 0.68771 -0.42325  0.085
C3 -1.02628 -0.75681 -0.50242  -0.079
C4 -2.28790 -1.20645 -0.17784  -0.376
C5 0.07245 -1.74872 -0.60507  -0.605
C6 -1.80150 1.68584 -0.47251  -0.662
C7 2.52045 -0.15291 1.51616  -1.023
O1 3.07918 -0.16531 -1.00539  -1.058
P1 1.86945 -0.15012 -0.12563  1.815
H1 0.94664 2.18785 -0.37526  0.247
H2 -2.48503 -2.21691 -0.02577  0.201
H3 -2.95468 -0.43278 0.07211  0.192
H4 -0.26272 -2.75904 -0.27228  0.225
H5 0.59697 -1.76227 -1.56160  0.220
H6 -2.77823 1.35488 -1.00765  0.234
H7 -1.39340 2.52674 -0.91212  0.227
H8 -1.87930 1.97636 0.58100  0.237
H9 2.63232 0.89810 1.82667  0.247
H10 1.75726 -0.43162 2.09576  0.229
H11 3.48711 -0.66518 1.77793  0.275

Multiplicity   1
Total charge   0
HOMO-LUMO gap   8.34 eV
E_HOMO   -8.27 eV

---

Computed, not measured: one molecule with the formula C7H12, with the ωB97M-V functional and the def2-TZVPD basis.

Each line ends with the natural charge from an NBO analysis.
Element x y z (Å)
C1 -0.87615 -3.26700 -0.04261  -0.386
C2 -1.25925 -2.40492 0.88872  -0.205
C3 -0.97717 -0.94585 0.86579  -0.243
C4 -0.84467 -0.19980 -0.22289  -0.138
C5 -0.46385 1.25281 -0.25030  -0.432
C6 0.92886 1.49688 -0.88562  -0.396
C7 1.87659 2.15281 0.09509  -0.605
H1 -0.40375 -2.89410 -0.94317  0.190
H2 -1.11057 -4.31833 0.02813  0.201
H3 -1.89494 -2.67691 1.72569  0.200
H4 -1.00340 -0.50738 1.85773  0.197
H5 -0.77918 -0.67473 -1.19941  0.186
H6 -1.23593 1.79397 -0.80328  0.210
H7 -0.48052 1.65303 0.76175  0.201
H8 1.36798 0.56042 -1.22980  0.201
H9 0.77036 2.03657 -1.80840  0.202
H10 1.36876 2.89900 0.69546  0.200
H11 2.75958 2.60016 -0.36342  0.211
H12 2.25726 1.44335 0.83055  0.207

Multiplicity   1
Total charge   0
HOMO-LUMO gap   9.92 eV
E_HOMO   -8.72 eV

---

Computed, not measured: one molecule with the formula C7H12, with the ωB97M-V functional and the def2-TZVPD basis.

Each line ends with the natural charge from an NBO analysis.
Element x y z (Å)
C1 -0.09937 -2.53650 -0.27383  -0.604
C2 0.05181 -1.11896 -0.81690  -0.397
C3 -0.60498 -0.05844 0.05708  -0.201
C4 0.11714 0.42584 1.35617  -0.400
C5 0.05692 1.86153 0.83188  -0.223
C6 0.78968 1.94528 -0.46962  -0.426
C7 -0.59989 1.38440 -0.44978  -0.221
H1 0.39460 -3.26524 -0.92442  0.209
H2 -1.15670 -2.81557 -0.20316  0.200
H3 0.33792 -2.63163 0.72630  0.202
H4 1.11650 -0.88270 -0.93772  0.194
H5 -0.38679 -1.06146 -1.82157  0.202
H6 -1.62942 -0.36773 0.29986  0.203
H7 1.13076 0.03606 1.51477  0.195
H8 -0.46825 0.25789 2.26357  0.212
H9 -0.17521 2.74359 1.42069  0.215
H10 0.87864 2.93676 -0.90471  0.222
H11 1.64896 1.30091 -0.65079  0.203
H12 -1.40230 1.84597 -1.01782  0.215

Multiplicity   1
Total charge   0
HOMO-LUMO gap   10.78 eV
E_HOMO   -9.55 eV

---

Computed, not measured: a 2-piece molecular cluster, C7H12 overall, with the ωB97M-V functional and the def2-TZVPD basis.

Each line ends with the natural charge from an NBO analysis.
Element x y z (Å)
C1 -1.52848 1.03484 -0.76340  -0.610
C2 -0.93217 -0.16534 -0.04042  -0.199
C3 -0.11569 0.29761 1.18848  -0.201
C4 0.36979 -1.01058 1.84572  -0.385
C5 1.22809 -1.17584 0.60351  -0.225
C6 1.17059 0.28797 0.28364  -0.247
C7 0.40319 -0.67469 -0.57854  -0.237
H1 -1.96580 0.78430 -1.73614  0.210
H2 -0.76921 1.81185 -0.92019  0.207
H3 -2.31902 1.47078 -0.14048  0.210
H4 -1.70570 -0.92170 0.15614  0.190
H5 -0.47668 1.13909 1.78348  0.212
H6 -0.39644 -1.77031 2.04357  0.190
H7 0.96708 -0.83527 2.74477  0.207
H8 2.06498 -1.84689 0.44025  0.222
H9 1.93545 1.01742 0.04640  0.232
H10 0.65158 -1.01266 -1.57863  0.228
H11 0.48276 0.81688 -2.55884  -0.004
H12 0.93293 0.86197 -3.14652  0.000

Multiplicity   1
Total charge   0
HOMO-LUMO gap   10.68 eV
E_HOMO   -9.41 eV

---

Computed, not measured: C7H12 as an isolated structure, with the ωB97M-V functional and the def2-TZVPD basis.

Each line ends with the natural charge from an NBO analysis.
Element x y z (Å)
C1 0.71627 -0.22033 -2.07940  -0.614
C2 0.17272 0.98401 -1.29874  -0.395
C3 -0.81361 0.51306 -0.17791  -0.257
C4 -0.30102 -0.19806 1.13831  -0.113
C5 0.64189 -1.37730 1.04417  -0.192
C6 1.85356 -1.45773 1.74040  -0.442
C7 -2.07487 1.27808 0.06447  -0.630
H1 1.09069 -0.91356 -1.19975  0.241
H2 -0.07691 -0.64134 -2.63496  0.203
H3 1.47936 0.09759 -2.78982  0.212
H4 -0.35528 1.82014 -1.79432  0.212
H5 1.03872 1.53096 -0.83486  0.206
H6 -0.90593 0.14523 2.07184  0.240
H7 -0.94337 -0.61053 -0.04272  0.301
H8 2.49434 -2.44099 1.86759  0.193
H9 2.32661 -0.69978 2.33525  0.182
H10 -2.89551 0.74277 0.57738  0.224
H11 -1.83069 2.14119 0.74472  0.206
H12 -2.59172 1.69797 -0.88811  0.224

Multiplicity   1
Total charge   0
HOMO-LUMO gap   7.86 eV
E_HOMO   -8.12 eV

---

Computed, not measured: a 2-piece molecular cluster, C7H12 overall, with the ωB97M-V functional and the def2-TZVPD basis.

Each line ends with the natural charge from an NBO analysis.
Element x y z (Å)
C1 -0.65453 -1.06521 -1.49760  -0.608
C2 0.31853 -0.09622 -0.84193  -0.200
C3 1.01550 -0.72099 0.38902  -0.202
C4 1.97650 0.38049 0.88118  -0.384
C5 0.71990 1.15221 1.24851  -0.226
C6 -0.10931 -0.09771 1.29403  -0.246
C7 -0.31257 0.86753 0.15964  -0.235
H1 -1.28812 -0.57474 -2.24484  0.208
H2 -1.30596 -1.52358 -0.74294  0.207
H3 -0.11003 -1.87183 -2.00429  0.210
H4 0.98964 0.34332 -1.59375  0.190
H5 1.31646 -1.77001 0.36546  0.211
H6 2.65309 0.81415 0.13322  0.190
H7 2.53846 0.07514 1.76811  0.207
H8 0.63210 2.02403 1.88983  0.222
H9 -0.78955 -0.49511 2.03684  0.231
H10 -1.14336 1.54766 0.00688  0.227
H11 -2.93147 0.30988 -0.74320  -0.004
H12 -3.51530 0.70100 -0.50417  0.002

Multiplicity   1
Total charge   0
HOMO-LUMO gap   10.67 eV
E_HOMO   -9.40 eV

---

Computed, not measured: one molecule with the formula C7H12, with the ωB97M-V functional and the def2-TZVPD basis.

Each line ends with the natural charge from an NBO analysis.
Element x y z (Å)
C1 0.33199 0.41201 2.24461  -0.396
C2 0.45152 0.16009 0.93487  -0.007
C3 -0.33701 -0.90801 0.31334  -0.217
C4 -0.57681 -1.03918 -0.99479  -0.171
C5 -1.51069 -2.06043 -1.55551  -0.641
C6 1.29112 1.04549 0.04728  -0.435
C7 0.44221 2.18974 -0.56369  -0.594
H1 0.75851 1.34288 2.58878  0.199
H2 -0.26558 -0.26398 2.83346  0.200
H3 -0.92444 -1.53894 0.97930  0.193
H4 0.17482 -0.63939 -1.66833  0.192
H5 -2.30091 -1.60750 -2.16008  0.217
H6 -1.02821 -2.81034 -2.18545  0.216
H7 -1.98378 -2.62567 -0.75213  0.208
H8 1.76780 0.47322 -0.74179  0.208
H9 2.04255 1.55449 0.64349  0.210
H10 1.06641 2.88070 -1.12475  0.206
H11 -0.04571 2.74534 0.23369  0.205
H12 -0.34047 1.77670 -1.19925  0.207

Multiplicity   1
Total charge   0
HOMO-LUMO gap   9.58 eV
E_HOMO   -8.44 eV

---

The records above give, respectively, energy above the lowest of the compared OMol25 structures with the same formula, charge and spin values of 329.91; 21.17; 229.19; 168.38; 121.60; 127.55; 311.23; 595.00; 305.04; 98.81 kJ/mol.
The records above give, respectively, max |F| values of 4.33; 0.97; 3.22; 4.30; 1.08; 0.31; 0.36; 5.60; 0.36; 1.72 eV/A.